{
  "formula": "C34H52O20S",
  "method": "ωB97M-V/def2-TZVPD",
  "species": ["O", "C", "O", "C", "C", "C", "H", "H", "H", "H", "H", "H", "O", "C", "O", "C", "C", "C", "H", "H", "H", "H", "H", "H", "O", "C", "O", "C", "C", "C", "H", "H", "H", "H", "H", "H", "O", "C", "O", "C", "C", "C", "H", "H", "H", "H", "H", "H", "O", "C", "O", "C", "C", "C", "H", "H", "H", "H", "H", "H", "O", "C", "O", "C", "C", "C", "H", "H", "H", "H", "H", "H", "O", "C", "O", "C", "C", "C", "H", "H", "H", "H", "H", "H", "O", "C", "O", "C", "C", "C", "H", "H", "H", "H", "H", "H", "C", "C", "O", "S", "O", "O", "O", "H", "H", "H", "H"],
  "xyz": [[-5.125, -2.276, -0.596], [-4.881, -1.204, -1.180], [-3.668, -0.772, -1.445], [-3.698, 0.593, -1.644], [-5.055, 0.772, -2.295], [-5.973, -0.210, -1.576], [-2.991, 1.096, -2.303], [-3.681, 1.167, -0.719], [-4.969, 0.535, -3.356], [-5.486, 1.773, -2.256], [-6.801, -0.560, -2.193], [-6.399, 0.244, -0.681], [-5.085, 0.913, 1.687], [-4.209, 0.616, 2.427], [-4.477, 0.396, 3.741], [-3.358, -0.149, 4.401], [-2.309, -0.410, 3.336], [-2.722, 0.562, 2.223], [-3.649, -1.037, 4.962], [-3.040, 0.568, 5.158], [-2.244, -1.451, 3.021], [-1.366, -0.129, 3.803], [-2.476, 0.298, 1.194], [-2.443, 1.610, 2.323], [0.926, 7.198, -0.465], [1.137, 6.069, -0.866], [1.959, 5.176, -0.200], [1.716, 3.906, -0.837], [0.468, 3.925, -1.649], [0.359, 5.382, -1.996], [1.643, 3.039, -0.181], [2.534, 3.778, -1.547], [-0.359, 3.482, -1.094], [0.653, 3.487, -2.630], [-0.619, 5.813, -2.210], [0.931, 5.387, -2.923], [-0.091, -2.127, -4.047], [-0.445, -2.072, -5.186], [-0.686, -0.849, -5.755], [-1.462, -1.008, -7.024], [-2.130, -2.356, -6.835], [-1.034, -3.174, -6.133], [-0.633, -0.953, -7.729], [-2.197, -0.206, -7.097], [-2.486, -2.660, -7.819], [-3.028, -2.331, -6.217], [-0.334, -3.628, -6.835], [-1.451, -3.884, -5.420], [4.488, 3.285, 4.346], [4.520, 2.888, 3.170], [5.693, 2.860, 2.635], [5.816, 2.405, 1.252], [4.364, 2.418, 0.856], [3.462, 2.402, 2.244], [6.276, 1.417, 1.224], [6.293, 3.224, 0.715], [4.121, 1.534, 0.265], [4.092, 3.293, 0.265], [3.207, 1.375, 2.506], [2.544, 2.975, 2.369], [-1.779, 6.613, 4.440], [-0.765, 6.311, 3.876], [-0.284, 5.039, 3.898], [0.963, 4.889, 3.224], [1.464, 6.318, 3.196], [0.144, 7.136, 2.985], [0.925, 4.363, 2.269], [1.478, 4.183, 3.875], [2.119, 6.324, 2.325], [2.062, 6.633, 4.051], [-0.208, 7.213, 1.956], [0.187, 8.099, 3.493], [0.283, 1.640, 1.744], [0.438, 0.771, 0.881], [0.006, 0.933, -0.356], [-0.092, -0.335, -1.026], [0.474, -1.368, -0.089], [0.997, -0.647, 1.142], [0.395, -0.306, -2.001], [-1.140, -0.527, -1.256], [1.158, -2.068, -0.571], [-0.271, -2.089, 0.247], [2.071, -0.465, 1.155], [0.725, -1.000, 2.137], [1.910, -4.992, 3.146], [0.834, -5.323, 2.671], [0.127, -4.426, 2.183], [-1.093, -5.013, 1.721], [-0.731, -6.457, 1.410], [0.310, -6.743, 2.472], [-1.457, -4.554, 0.802], [-1.922, -5.040, 2.428], [-0.435, -6.679, 0.385], [-1.614, -7.019, 1.717], [1.193, -7.164, 1.991], [-0.037, -7.055, 3.457], [2.476, -4.871, -1.395], [4.039, -4.767, -1.515], [4.585, -5.719, -0.623], [3.656, -7.074, -0.672], [3.588, -7.762, 0.580], [3.955, -7.803, -1.893], [2.314, -6.185, -0.900], [2.041, -4.636, -2.367], [2.002, -4.193, -0.685], [4.321, -3.774, -1.165], [4.445, -4.819, -2.525]],
  "mulliken_charge": [-0.65, 0.40, -0.35, 0.01, -0.85, -0.28, 0.36, 0.05, 0.30, 0.38, 0.33, 0.22, -0.54, 0.17, -0.40, -0.60, -0.27, 0.91, 0.30, 0.31, 0.22, 0.14, -0.47, 0.18, -0.59, 0.51, -0.28, 0.54, -0.38, -0.65, -0.55, 0.41, 0.10, 0.33, 0.32, 0.32, -0.50, 0.56, -0.40, -0.42, -0.48, -0.53, 0.29, 0.29, 0.34, 0.25, 0.31, 0.29, -0.15, 0.43, -0.34, -0.37, -0.24, 1.05, 0.29, 0.33, 0.36, 0.05, 0.20, -0.64, -0.56, 0.45, -0.46, 0.97, -0.50, -0.38, -0.70, 0.16, 0.28, 0.33, 0.14, 0.32, -0.70, 0.62, -0.12, -0.02, 0.53, -0.62, 0.34, -0.35, -0.36, 0.06, 0.25, 0.36, -0.71, 0.46, -0.17, -0.43, -0.59, -0.19, 0.35, 0.30, 0.24, 0.33, 0.09, 0.33, 0.32, -0.40, -0.36, 1.12, -0.51, -0.54, -0.30, 0.28, -0.27, 0.32, 0.32],
  "e_lumo_ev": [-4.2, -9.2],
  "spin_multiplicity": 2,
  "energy_ev": -87873.8211,
  "charge": 1,
  "orbital_gap_ev": [7.34, 2.33]
}